Entry from the OMol25 dataset: a molecular structure, C26H32BClN2O4Sc in a non-equilibrium geometry (wB97M-V/def2-TZVPD).

XYZ file:
```
67
Properties=species:S:1:pos:R:3:forces:R:3:nbo_charge:R:1
Sc 0.570 -0.544 -1.257 -0.389 -0.539 0.073 1.621
Cl 3.546 -2.218 -0.992 0.612 -1.233 -0.825 -0.242
N -0.612 -1.485 0.202 -0.916 -0.396 0.594 -0.849
N 0.380 1.516 -1.367 0.314 -0.110 0.101 -0.858
C -1.440 -2.474 -0.212 0.402 0.895 -1.072 0.470
C -0.290 2.072 -2.379 -1.034 -1.457 -0.928 0.453
C -0.973 -1.391 1.670 -0.103 -0.217 -0.619 0.068
C -1.303 -2.832 1.984 -0.248 -0.663 -0.364 -0.079
C -2.288 -0.632 1.826 -0.181 0.485 0.113 -0.612
C 0.114 -0.845 2.560 -0.271 -0.015 0.393 -0.601
H -3.146 -1.145 1.349 0.572 0.302 -0.059 0.219
H -2.170 0.381 1.434 -0.278 -0.122 -0.064 0.223
H -2.524 -0.567 2.895 0.011 0.092 -0.019 0.193
H 1.042 -1.406 2.421 -0.003 0.347 -0.081 0.247
H -0.227 -0.986 3.599 0.214 0.094 -0.159 0.197
H 0.235 0.235 2.414 0.282 -0.299 -0.058 0.209
C 0.652 2.620 -0.411 -0.312 -0.504 -0.464 0.068
C 0.542 3.837 -1.316 0.218 0.297 -0.704 -0.074
C 2.009 2.510 0.248 0.044 0.482 0.151 -0.594
C -0.482 2.693 0.594 -0.136 0.164 0.460 -0.603
H -1.458 2.797 0.087 0.390 -0.337 0.188 0.224
H -0.335 3.595 1.193 -0.073 0.028 0.207 0.193
H -0.454 1.831 1.273 -0.248 0.169 -0.279 0.213
H 2.794 2.401 -0.515 -0.213 -0.252 0.364 0.230
H 2.047 1.712 1.000 0.128 0.080 -0.411 0.230
H 2.175 3.463 0.763 0.166 -0.029 0.129 0.193
O -0.239 3.387 -2.437 0.676 3.157 0.251 -0.496
H 1.516 4.228 -1.643 -0.048 -0.342 -0.201 0.172
H 0.019 4.673 -0.878 -0.268 0.223 0.348 0.178
O -1.836 -3.315 0.722 -0.271 -1.562 2.629 -0.503
H -2.085 -2.963 2.726 -0.167 0.172 0.129 0.181
H -0.452 -3.426 2.320 0.270 -0.098 -0.388 0.180
C -1.974 -2.775 -1.566 0.736 -0.435 0.875 -0.488
C -0.931 1.405 -3.550 0.816 1.377 0.422 -0.460
C -2.029 0.604 -2.951 -1.215 -0.071 -0.821 -0.074
H -0.103 0.838 -4.055 -0.740 -0.460 0.024 0.201
H -1.314 2.137 -4.282 0.408 0.028 0.483 0.220
C -1.607 -0.580 -2.403 2.532 0.330 0.065 -0.528
C -2.542 -1.464 -1.996 -2.331 -0.899 -0.261 0.028
H 2.416 -0.316 -0.064 -0.329 -0.908 0.806 -0.384
C -3.941 -1.155 -1.972 1.015 -0.361 -0.140 -0.067
C -4.337 0.072 -2.511 -0.702 -0.486 0.512 -0.244
C -4.923 -2.120 -1.353 -0.257 -0.140 -0.082 -0.628
C -3.404 0.964 -2.993 1.283 0.734 -0.722 -0.044
H -5.416 0.310 -2.582 0.636 -0.060 0.187 0.185
C -3.802 2.312 -3.572 -0.006 0.008 -0.077 -0.630
H -4.875 2.512 -3.499 -0.014 -0.250 0.063 0.199
H -3.543 2.383 -4.645 0.027 0.106 0.443 0.202
H -3.308 3.127 -3.018 0.018 -0.204 -0.349 0.213
H -4.807 -3.117 -1.812 -0.108 0.215 0.404 0.203
H -5.976 -1.823 -1.487 0.360 0.088 -0.130 0.201
H -4.770 -2.189 -0.260 0.070 -0.209 -0.415 0.207
H -2.700 -3.607 -1.554 0.449 0.329 0.340 0.225
H -1.067 -3.113 -2.133 -0.786 0.345 -0.606 0.207
O 4.395 -0.099 0.610 0.992 0.268 0.958 -0.681
B 3.539 -1.213 0.508 -3.960 2.159 -2.007 0.794
O 3.302 -1.874 1.742 0.206 0.390 0.196 -0.670
C 4.221 -1.276 2.562 1.404 0.268 -0.829 0.219
C 4.878 -1.926 3.586 -0.182 0.116 0.374 -0.241
C 6.173 -1.522 3.906 -0.034 0.157 0.328 -0.245
C 6.762 -0.430 3.273 -0.179 0.103 0.329 -0.231
C 6.076 0.271 2.284 0.617 0.724 0.456 -0.279
C 4.851 -0.193 1.888 0.039 -1.755 -0.009 0.303
H 4.403 -2.774 4.067 0.183 -0.115 -0.138 0.214
H 6.732 -2.088 4.647 -0.070 0.147 -0.034 0.204
H 7.775 -0.137 3.526 -0.098 0.006 0.054 0.204
H 6.517 1.131 1.786 0.080 -0.362 -0.133 0.215
```
Positions in Å, forces in eV/Å.

Summary:
strongest force on any atom = 4.94 eV/A
charge = -1
total energy = -2666.2141 a.u.
lowest unoccupied orbital energy (spin up / spin down) = 0.0998 / 0.1015 Ha
gap between HOMO and LUMO (spin up / spin down) = 0.1493 / 0.1421 Eh